Record 1
The following is a quantum chemistry calculation of C6H9N3 in the gas phase, from OMol25.

Positions of all 18 atoms, in Å:
C  0.3365  -0.3133  -0.0105
C  0.9929  -0.0957  -1.2447
C  -0.0605  0.7123  -1.2525
C  -0.3913  -0.3080  1.0794
C  2.0028  -0.6919  -2.1397
C  -0.2083  -1.1213  2.3249
N  -1.0343  1.5603  -1.0295
N  -1.5620  0.5738  1.1110
N  -1.5181  1.7276  0.3557
H  2.8727  -1.0085  -1.5646
H  2.3136  0.0427  -2.8808
H  1.6020  -1.5649  -2.6623
H  0.7395  -0.8903  2.8107
H  -0.2219  -2.1858  2.0929
H  -1.0193  -0.8924  3.0108
H  -1.5799  2.0406  -1.7242
H  -2.4205  0.0644  0.9155
H  -0.8440  2.3503  0.8077

As for the SMILES: Cc1[nH][nH][nH]c2c(C)c1-2. The value obtained for the HOMO-LUMO gap is 8.034 eV. Its net charge is 0.

Record 2
The following is a quantum chemistry calculation of C2H3N4P in the gas phase, from OMol25.

Positions of all 10 atoms, in Å:
C  -1.1848  0.6455  0.2718
C  -0.1084  1.5068  0.0322
N  -1.2121  -0.5611  -0.1849
N  1.1550  -1.0542  -0.5565
N  0.7527  2.1095  -0.4372
N  -0.1634  -1.1685  -0.7016
P  2.0897  -0.5390  0.6038
H  -2.0846  1.0406  0.7111
H  -0.4315  -1.8819  -1.3735
H  1.1874  -0.0977  1.6348

As for the SMILES: [H]/P=N\N/N=C\C#N. The value obtained for the HOMO-LUMO gap is 8.034 eV. Its net charge is 0.

Record 3
The following is a quantum chemistry calculation of C6H10N4O2S in the gas phase, from OMol25.

Positions of all 23 atoms, in Å:
C  0.8793  -2.4260  -1.3525
C  1.2706  -1.0723  -1.4774
C  0.7734  -0.6155  -0.3057
C  -0.6961  -1.0590  1.4416
C  -0.1329  0.2943  1.9815
C  -1.9008  1.7609  0.0383
N  0.1466  -2.6329  -0.2825
N  0.1182  -1.4990  0.3738
N  0.6278  0.9095  0.9598
N  2.1048  -0.5698  -2.4180
O  0.3101  2.1886  -1.2337
O  0.1382  3.3300  0.8066
S  -0.1482  2.1439  0.0843
H  1.1200  -3.3497  -1.9041
H  -0.8122  -1.7747  2.2924
H  -1.7459  -1.0792  1.0289
H  -0.8625  0.9214  2.3861
H  0.5957  0.0963  2.8226
H  -2.1438  1.2583  -0.8247
H  -2.2258  1.0755  0.8491
H  -2.4285  2.8142  0.0853
H  2.6241  -1.0846  -3.0838
H  2.3878  0.3696  -2.2678

The value obtained for the HOMO-LUMO gap is 8.434 eV. Its net charge is 0.

Record 4
The following is a quantum chemistry calculation of a gas-phase ion, CH2INO3P (charge -1), from OMol25.

Positions of all 9 atoms, in Å:
C  1.1633  0.7707  -0.1440
N  0.0707  0.3048  -0.6312
O  -0.7661  0.0620  1.8574
O  -0.2718  0.3441  -1.8727
O  -2.4373  -0.3782  -0.1731
P  -1.0783  -0.4281  0.4918
I  -0.0462  -2.7431  0.3588
H  1.4317  0.8366  0.9933
H  1.9341  1.2313  -0.8804

As for the SMILES: C=[N+]([O-])[P@@](=O)([O-])I. The value obtained for the HOMO-LUMO gap is 8.287 eV. Its net charge is -1.

Record 5
The following is a quantum chemistry calculation of C3H3NO2 in the gas phase, from OMol25.

Positions of all 9 atoms, in Å:
C  -1.0578  -0.2181  0.1062
O  -0.4708  0.8372  -0.4918
C  0.9061  0.9979  -0.5582
O  1.4089  1.9303  -1.0900
C  1.5918  -0.1933  0.1476
N  0.8443  -1.0296  0.6181
H  -0.0260  -1.5031  0.8548
H  -1.6131  0.0483  1.0049
H  -1.5834  -0.8695  -0.5915

The value obtained for the HOMO-LUMO gap is 8.874 eV. Its net charge is 0.

Record 6
The following is a quantum chemistry calculation of a molecular structure, C20H20N4OPtS, from OMol25.

Positions of all 47 atoms, in Å:
Pt  -0.5239  0.1736  0.3339
O  -1.5836  0.3785  2.0793
C  -2.3038  1.6674  2.3758
C  -1.3934  2.6718  3.0581
C  0.0301  2.7228  2.4856
C  0.0742  3.0890  1.0335
C  0.1876  4.3987  0.5840
C  0.2229  4.6757  -0.7718
C  0.1484  3.6290  -1.6904
C  0.0261  2.3551  -1.1957
N  -0.0244  2.0982  0.1273
H  -1.1147  0.1219  2.8890
H  -3.1457  1.3941  3.0095
H  -2.6754  1.9842  1.4044
H  -1.3274  2.4623  4.1276
H  -1.8895  3.6419  2.9726
H  0.5167  1.7507  2.6053
H  0.6279  3.4246  3.0654
H  0.2616  5.1954  1.3130
H  0.3178  5.6973  -1.1180
H  0.1846  3.7987  -2.7572
H  -0.0448  1.4930  -1.8676
N  1.6722  -4.0725  -0.1516
C  3.0161  -4.2365  -0.3272
C  3.5855  -5.4938  -0.4577
C  4.9534  -5.5732  -0.6328
C  5.7931  -4.4139  -0.6913
C  5.2650  -3.1642  -0.5671
C  3.8605  -3.0495  -0.3808
S  3.1596  -1.5598  -0.2371
N  1.5920  -1.7451  -0.0406
C  0.9795  -2.9261  0.0063
C  -0.4919  -2.9932  0.2078
C  -1.1333  -4.2182  0.2764
C  -2.5241  -4.2808  0.3634
C  -3.2314  -3.1018  0.3645
C  -2.5292  -1.8978  0.3258
N  -1.1989  -1.8227  0.2668
H  1.1309  -4.9360  -0.1451
H  2.9809  -6.3930  -0.4213
H  5.4163  -6.5502  -0.7306
H  6.8589  -4.5476  -0.8380
H  5.8841  -2.2748  -0.6103
H  -0.5934  -5.1566  0.2621
H  -3.0273  -5.2382  0.4155
H  -4.3128  -3.0863  0.4103
H  -3.0662  -0.9588  0.3565

The value obtained for the HOMO-LUMO gap is 4.693 eV. Its net charge is +4.

Calculated values (eV) of HOMO for the records, taken in order: -7.139, -8.717, -8.183, -5.251, -8.742, -20.669.
Calculated values (eV) of E_LUMO for the records, taken in order: 0.90, -0.68, 0.25, 3.04, 0.13, -15.98.
Calculated values (eV Å⁻¹) of maximum force for the records, taken in order: 2.4, 1.1, 6.5, 3.5, 0.9, 0.4.